[1]
Below is a cluster of 2 separate species, C3H7O2S in total at a distorted geometry, with properties calculated with wB97M-V/def2-TZVPD.

Each line ends with the Mulliken charge.
Atoms and positions in Å:
C -0.78643 -1.29026 0.01322  -0.82
S -2.51510 -1.09846 -0.56957  -0.10
C -2.71435 0.64849 -0.15670  -0.80
H -0.47867 -2.31981 -0.05627  0.31
H -0.82793 -0.96705 1.04428  0.29
H -0.15849 -0.59510 -0.53095  0.29
H -1.75319 1.14673 -0.16112  0.27
H -3.27729 1.12848 -0.94475  0.31
H -3.24281 0.76611 0.79300  0.26
O 4.97348 0.06920 0.55908  -0.63
C 3.96870 0.65630 0.14859  0.17
O 3.82164 1.43204 -0.82271  -0.66
H 2.99044 0.42332 0.68390  0.12

HOMO: -3.7 eV
Frontier orbital gap: 6.5 eV
Relative energy (zero: lowest compared OMol25 entry of this formula, charge and spin): 85.6 kJ/mol
Multiplicity: 1
Total charge: -1



[2]
Below is a cluster of 2 separate species, C28H25O6 in total at a distorted geometry, with properties calculated with wB97M-V/def2-TZVPD.

Each line ends with the Mulliken charge.
Atoms and positions in Å:
C -5.48624 -2.19769 -2.30882  -0.87
O -5.16225 -0.90945 -1.75376  -0.45
C -3.87521 -0.47887 -1.81470  1.00
C -3.62987 0.82410 -1.31101  -0.62
C -2.35067 1.30923 -1.28115  -0.45
C -1.23577 0.48115 -1.57430  0.35
C 0.08868 0.96988 -1.30158  -0.72
C 1.21126 0.18937 -1.21577  1.56
C 2.53553 0.81495 -1.44254  -0.38
O 2.69093 1.99524 -1.66429  -0.68
O 3.62872 -0.02034 -1.34423  -0.32
C 3.38094 -1.42293 -1.57301  1.76
C 3.00485 -1.70291 -3.01634  -1.54
C 4.64000 -2.18058 -1.16781  -1.71
O 2.34598 -1.86893 -0.65617  -0.34
C 1.18301 -1.15684 -0.60776  0.21
O 0.23088 -1.62132 -0.00780  -0.64
C -1.49612 -0.79416 -2.13530  -0.38
C -2.78922 -1.25981 -2.28932  -0.77
H -6.54105 -2.32186 -2.06470  0.25
H -5.34293 -2.20077 -3.39843  0.33
H -4.88523 -2.99476 -1.84870  0.34
H -4.47467 1.41814 -0.95964  0.40
H -2.14278 2.34262 -0.99606  0.51
H 0.23388 2.04868 -1.28178  0.25
H 2.09337 -1.17569 -3.31686  0.26
H 3.83303 -1.39252 -3.66635  0.38
H 2.85912 -2.78290 -3.14193  0.37
H 4.87893 -1.97647 -0.12038  0.30
H 4.46904 -3.25398 -1.29521  0.36
H 5.47890 -1.86898 -1.79771  0.39
H -0.65982 -1.40475 -2.48352  0.28
H -2.97150 -2.23053 -2.75620  0.37
C -3.70822 3.60031 1.65334  -0.46
C -2.41290 4.04009 1.35696  -0.54
C -1.33218 3.16304 1.42316  -0.57
C -1.52497 1.78487 1.76186  0.83
C -0.47657 0.83148 1.69397  -0.80
C 0.92126 1.17550 1.71628  0.56
C 1.92429 0.19775 2.30565  0.27
C 3.27181 0.36519 1.94601  -0.30
C 4.25344 -0.49188 2.43398  -0.66
C 3.91000 -1.52156 3.32348  -0.38
C 2.57560 -1.66771 3.72457  -0.71
C 1.59037 -0.79871 3.23329  -0.01
O 1.36207 2.21758 1.19802  -0.84
C -2.84184 1.38818 2.15889  -0.54
C -3.90654 2.27698 2.08075  -0.56
H -4.55691 4.28562 1.57267  0.33
H -2.23333 5.08029 1.08302  0.35
H -0.31476 3.49170 1.21470  0.39
H -0.73407 -0.23127 1.71411  0.26
H 3.55351 1.19853 1.30021  0.39
H 5.28585 -0.33942 2.11790  0.41
H 4.68136 -2.19850 3.69718  0.36
H 2.29747 -2.46422 4.41732  0.35
H 0.55222 -0.86952 3.56613  0.38
H -2.97512 0.36548 2.53331  0.34
H -4.90552 1.94385 2.36640  0.36

HOMO: -2.8 eV
Frontier orbital gap: 4.9 eV
Multiplicity: 1
Total charge: -1



[3]
Below is a cluster of 3 separate species, CHBr2O2P in total at a distorted geometry, with properties calculated with wB97M-V/def2-TZVPD.

Each line ends with the Mulliken charge.
Atoms and positions in Å:
C 0.03610 -0.50605 0.65482  0.66
O 0.55559 -0.84930 1.60192  -0.30
O -0.53117 0.07236 -0.16044  -0.37
P -2.34205 -1.99594 -0.77560  0.08
Br -4.23777 -1.66757 0.14379  -0.07
Br -4.13339 2.77592 0.40577  -0.20
H -3.20307 2.03383 1.17315  0.19

HOMO (alpha / beta): -8.3 / -8.3 eV
Frontier orbital gap (alpha / beta): 6.9 / 6.9 eV
Relative energy (zero: lowest compared OMol25 entry of this formula, charge and spin): 243.1 kJ/mol
Multiplicity: 1
Total charge: 0



[4]
Below is a structure of composition C8H10B2F14O4Sn at a distorted geometry, with properties calculated with wB97M-V/def2-TZVPD.

Each line ends with the Mulliken charge.
Atoms and positions in Å:
Sn 8.18742 3.93421 4.52030  1.52
B 4.03457 2.48018 0.92455  0.57
F 4.03873 2.36586 2.22439  -0.33
F 4.93905 1.60834 0.37669  -0.32
F 2.78319 2.22053 0.39142  -0.35
F 4.42456 3.79322 0.55410  -0.35
B 9.72583 4.94356 -1.19619  0.62
F 8.73568 5.18543 -2.15325  -0.31
F 9.52372 5.92685 -0.25644  -0.36
F 9.46408 3.72852 -0.65639  -0.33
F 11.02159 4.89817 -1.62220  -0.36
C -0.61085 -1.94746 3.61801  -1.13
C -1.87858 -1.31839 4.04385  -0.18
O -2.97376 -1.53603 3.16654  -0.28
C -3.87127 -2.49702 3.32579  0.38
O -3.83997 -3.31573 4.23075  -0.54
C -5.03173 -2.48903 2.29885  0.87
F -6.12553 -2.72254 2.94387  -0.24
F -5.15288 -1.28652 1.67108  -0.24
F -4.85015 -3.43019 1.40763  -0.24
H 0.13032 -1.34710 4.14557  0.35
H -0.53550 -1.84137 2.53580  0.31
H -0.42678 -3.01420 3.74564  0.31
H -1.72654 -0.23909 4.05452  0.32
H -1.97507 -1.53141 5.10846  0.32
C -1.59836 -2.22964 -2.61211  -1.13
C -1.99510 -2.08089 -4.16136  -0.21
O -3.09122 -1.22484 -4.12420  -0.28
C -3.00694 0.14520 -3.95218  0.32
O -1.96242 0.75310 -3.89290  -0.50
C -4.36874 0.77609 -3.73459  0.87
F -4.36939 1.44763 -2.63119  -0.23
F -4.56570 1.60500 -4.77550  -0.25
F -5.40023 -0.13120 -3.68637  -0.25
H -2.35815 -2.77533 -2.05263  0.27
H -1.38785 -1.25824 -2.16471  0.35
H -0.66187 -2.77074 -2.47675  0.40
H -2.14254 -3.11437 -4.47488  0.32
H -1.10161 -1.71055 -4.66397  0.30

HOMO: -10.6 eV
Frontier orbital gap: 2.4 eV
Relative energy (zero: lowest compared OMol25 entry of this formula, charge and spin): 833.0 kJ/mol
Multiplicity: 1
Total charge: 0